Entry 1:
{"formula": "C58H49GeIrNP3S4", "method": "ωB97M-V with the def2-TZVPD basis set", "multiplicity": 6, "lumo_energy_ev": [2.31, 1.21], "charge": -1, "homo_ev": [-3.8, -5.1], "relative_energy_kcal_mol": 0.0, "total_energy_ev": -192995.551, "gap_ev": [6.09, 6.31], "species": ["Ir", "S", "P", "C", "P", "S", "C", "C", "C", "C", "C", "C", "C", "C", "C", "C", "C", "C", "C", "C", "C", "C", "C", "C", "C", "C", "C", "C", "C", "C", "H", "H", "H", "H", "H", "H", "H", "H", "H", "H", "H", "H", "H", "H", "H", "H", "H", "H", "H", "H", "C", "C", "N", "H", "H", "H", "S", "P", "S", "C", "C", "C", "C", "C", "C", "C", "C", "C", "C", "C", "C", "H", "H", "H", "H", "H", "H", "H", "H", "H", "H", "C", "Ge", "C", "C", "C", "C", "C", "C", "C", "C", "C", "C", "C", "C", "C", "C", "C", "C", "C", "C", "H", "H", "H", "H", "H", "H", "H", "H", "H", "H", "H", "H", "H", "H", "H", "H"], "coordinates": [[-0.067, 0.343, -0.308], [0.130, -2.794, -1.375], [1.820, -1.840, -1.004], [1.719, -0.614, 0.227], [1.185, -1.039, 1.822], [-0.797, -0.745, 1.952], [1.613, -2.733, 2.330], [0.659, -3.741, 2.267], [1.004, -5.041, 2.611], [2.298, -5.334, 3.013], [3.257, -4.329, 3.064], [2.917, -3.033, 2.721], [2.084, -0.024, 3.024], [2.997, 0.931, 2.604], [3.666, 1.707, 3.542], [3.424, 1.526, 4.895], [2.516, 0.562, 5.317], [1.847, -0.210, 4.383], [2.467, -1.030, -2.499], [2.766, -1.833, -3.598], [3.186, -1.264, -4.786], [3.302, 0.118, -4.891], [3.006, 0.921, -3.801], [2.596, 0.349, -2.604], [3.147, -3.040, -0.623], [4.445, -2.569, -0.432], [5.473, -3.447, -0.136], [5.210, -4.809, -0.031], [3.921, -5.281, -0.219], [2.890, -4.399, -0.514], [-0.343, -3.500, 1.933], [0.259, -5.825, 2.558], [2.566, -6.349, 3.279], [4.272, -4.559, 3.361], [3.664, -2.249, 2.760], [3.160, 1.072, 1.543], [4.367, 2.463, 3.213], [3.938, 2.141, 5.623], [2.325, 0.420, 6.373], [1.128, -0.955, 4.704], [2.648, -2.909, -3.521], [3.409, -1.894, -5.638], [3.615, 0.566, -5.825], [3.077, 1.998, -3.880], [2.357, 0.981, -1.756], [4.644, -1.505, -0.515], [6.479, -3.074, 0.009], [6.013, -5.499, 0.198], [3.712, -6.340, -0.128], [1.877, -4.752, -0.663], [-1.631, 4.117, -3.077], [-1.837, 2.733, -2.516], [-0.886, 1.894, -2.643], [-2.246, 4.273, -3.966], [-0.584, 4.223, -3.355], [-1.896, 4.877, -2.340], [-1.936, 4.928, 0.512], [-0.628, 3.864, 1.513], [0.633, 2.630, 0.486], [-1.445, 2.907, 2.836], [-2.826, 2.771, 2.847], [-3.448, 2.056, 3.862], [-2.693, 1.504, 4.885], [-1.313, 1.655, 4.885], [-0.688, 2.340, 3.857], [0.458, 4.964, 2.501], [1.840, 4.840, 2.532], [2.603, 5.692, 3.323], [1.988, 6.665, 4.092], [0.604, 6.793, 4.065], [-0.155, 5.952, 3.270], [-3.402, 3.239, 2.057], [-4.526, 1.944, 3.859], [-3.179, 0.955, 5.682], [-0.721, 1.222, 5.680], [0.392, 2.437, 3.846], [2.313, 4.073, 1.935], [3.681, 5.590, 3.336], [2.582, 7.327, 4.710], [0.117, 7.555, 4.660], [-1.232, 6.062, 3.227], [-0.926, 0.522, -2.247], [-2.602, -0.458, -2.751], [-3.243, -1.947, -1.668], [-3.489, -3.191, -2.248], [-3.961, -4.249, -1.484], [-4.206, -4.076, -0.129], [-3.984, -2.836, 0.456], [-3.518, -1.782, -0.313], [-2.253, -1.134, -4.580], [-3.151, -0.903, -5.619], [-2.887, -1.344, -6.910], [-1.710, -2.025, -7.182], [-0.802, -2.261, -6.159], [-1.070, -1.818, -4.871], [-3.167, 2.463, -1.889], [-3.280, 1.865, -0.635], [-4.523, 1.572, -0.098], [-5.678, 1.878, -0.802], [-5.581, 2.510, -2.034], [-4.337, 2.811, -2.566], [-0.168, 0.003, -2.847], [-3.282, -3.345, -3.302], [-4.128, -5.214, -1.947], [-4.569, -4.903, 0.468], [-4.165, -2.691, 1.514], [-3.341, -0.825, 0.159], [-4.072, -0.367, -5.421], [-3.599, -1.151, -7.704], [-1.499, -2.368, -8.188], [0.122, -2.790, -6.362], [-0.352, -2.016, -4.083], [-2.382, 1.648, -0.064], [-4.584, 1.097, 0.874], [-6.649, 1.636, -0.389], [-6.477, 2.767, -2.585], [-4.274, 3.294, -3.532]], "forces_ev_per_a": [[0.2, 0.3, 0.3], [-0.1, 0.0, 0.0], [0.2, -0.1, 0.0], [-0.7, -0.2, -0.1], [0.2, 0.0, 0.0], [-0.1, 0.1, -0.1], [-0.1, 0.0, 0.0], [0.0, 0.0, -0.1], [0.0, 0.0, 0.0], [0.0, 0.0, 0.0], [0.0, 0.0, 0.0], [0.0, 0.1, 0.0], [0.0, 0.0, 0.0], [0.0, 0.0, 0.0], [0.0, 0.0, 0.0], [0.0, 0.0, 0.0], [0.0, 0.0, 0.0], [-0.1, 0.0, 0.0], [0.0, 0.0, 0.0], [0.0, -0.1, 0.0], [0.0, 0.0, 0.0], [0.0, 0.0, 0.0], [0.0, 0.0, 0.0], [0.0, 0.0, 0.1], [0.1, 0.1, 0.0], [0.0, 0.0, 0.0], [0.0, 0.0, 0.0], [0.0, 0.0, 0.0], [0.0, 0.0, 0.0], [0.0, 0.0, 0.0], [0.0, 0.0, 0.0], [0.0, 0.0, 0.0], [0.0, 0.0, 0.0], [0.0, 0.0, 0.0], [0.0, 0.0, 0.0], [0.0, 0.0, 0.0], [0.0, 0.0, 0.0], [0.0, 0.0, 0.0], [0.0, 0.0, 0.0], [0.0, 0.0, 0.0], [0.0, 0.0, 0.0], [0.0, 0.0, 0.0], [0.0, 0.0, 0.0], [0.0, 0.0, 0.0], [0.0, 0.0, 0.0], [0.0, 0.0, 0.0], [0.0, 0.0, 0.0], [0.0, 0.0, 0.0], [0.0, 0.0, 0.0], [0.0, 0.0, 0.0], [0.1, 0.0, 0.1], [0.0, 0.1, 0.1], [-0.1, 0.1, -0.2], [0.0, 0.0, 0.0], [0.0, 0.0, 0.0], [0.0, 0.0, 0.0], [0.0, 0.0, 0.0], [0.0, 0.0, -0.1], [0.0, -0.1, 0.0], [0.0, 0.0, 0.0], [0.0, 0.0, -0.1], [0.0, 0.0, 0.0], [0.0, 0.0, 0.0], [0.0, -0.1, 0.0], [0.0, 0.0, 0.0], [0.0, 0.0, 0.0], [0.0, 0.0, 0.0], [0.0, 0.0, 0.0], [0.0, 0.0, 0.0], [0.0, 0.0, 0.0], [0.0, 0.0, 0.0], [0.0, 0.0, 0.0], [0.0, 0.0, 0.0], [0.0, 0.0, 0.0], [0.0, 0.0, 0.0], [0.0, 0.0, 0.0], [0.0, 0.0, 0.0], [0.0, 0.0, 0.0], [0.0, 0.0, 0.0], [0.0, 0.0, 0.0], [0.0, 0.0, 0.0], [0.0, -0.2, 0.1], [0.1, 0.1, -0.1], [0.0, 0.0, 0.0], [0.0, 0.0, 0.0], [0.0, 0.0, 0.0], [0.0, 0.0, 0.0], [0.0, 0.0, 0.0], [0.1, 0.0, 0.1], [0.0, 0.0, 0.1], [-0.1, 0.0, 0.0], [0.0, 0.0, 0.0], [0.0, 0.0, 0.0], [0.0, 0.0, 0.0], [0.0, 0.0, 0.0], [0.0, 0.0, -0.1], [0.0, 0.1, 0.0], [0.0, 0.0, 0.0], [0.0, 0.0, 0.0], [0.0, 0.0, 0.0], [0.0, 0.0, 0.0], [0.0, 0.0, 0.0], [0.0, 0.0, 0.0], [0.0, 0.0, 0.0], [0.0, 0.0, 0.0], [0.0, 0.0, 0.0], [0.0, 0.0, 0.0], [0.0, 0.0, 0.0], [0.0, 0.0, 0.0], [0.0, 0.0, 0.0], [0.0, 0.0, 0.0], [0.0, 0.0, 0.0], [0.0, 0.0, 0.0], [0.0, 0.0, 0.0], [0.0, 0.0, 0.0], [0.0, 0.0, 0.0], [0.0, 0.0, 0.0]], "mulliken_charge": [0.246, -0.224, 1.923, -1.820, 1.644, -0.370, 0.390, -0.776, -0.648, -0.548, -0.703, -0.256, 0.432, -0.325, -0.584, -0.577, -0.710, -0.558, 0.217, -0.720, -0.564, -0.567, -0.683, -0.319, 0.436, -0.726, -0.643, -0.493, -0.628, -0.445, 0.356, 0.427, 0.392, 0.415, 0.476, 0.380, 0.476, 0.378, 0.426, 0.476, 0.390, 0.428, 0.369, 0.450, 0.349, 0.310, 0.412, 0.380, 0.433, 0.385, -1.804, 0.534, -0.319, 0.391, 0.339, 0.348, -0.535, 1.431, -0.423, 0.161, -0.595, -0.612, -0.661, -0.449, -0.299, 0.274, -0.148, -0.676, -0.433, -0.680, -0.579, 0.534, 0.432, 0.392, 0.420, 0.118, 0.274, 0.391, 0.362, 0.378, 0.353, -0.899, 0.902, -0.291, -0.321, -0.749, -0.594, -0.733, 0.706, -0.066, -0.624, -0.608, -0.461, -0.763, 0.555, 0.686, 0.663, -0.033, -0.973, -0.753, -0.477, 0.964, 0.325, 0.401, 0.358, 0.425, -0.150, 0.353, 0.382, 0.356, 0.407, 0.199, -0.200, 0.511, 0.386, 0.387, 0.296]}

Entry 2:
{"formula": "C58H51F2ILuN3O5S", "method": "ωB97M-V with the def2-TZVPD basis set", "multiplicity": 1, "lumo_energy_ev": 3.99, "charge": -2, "homo_ev": -1.4, "total_energy_ev": -133677.428, "gap_ev": 5.43, "species": ["Lu", "C", "C", "C", "O", "C", "C", "O", "C", "O", "C", "C", "C", "C", "C", "C", "C", "C", "C", "C", "C", "C", "C", "O", "C", "C", "C", "C", "C", "C", "C", "C", "C", "C", "C", "C", "H", "H", "H", "H", "H", "H", "H", "H", "H", "H", "H", "H", "H", "H", "H", "H", "H", "H", "H", "H", "H", "H", "H", "H", "H", "H", "H", "H", "N", "C", "C", "C", "C", "C", "C", "S", "N", "C", "C", "C", "C", "C", "C", "N", "H", "H", "H", "H", "H", "H", "H", "H", "H", "I", "O", "H", "H", "C", "C", "C", "C", "C", "C", "C", "C", "C", "C", "C", "C", "C", "C", "H", "H", "H", "H", "H", "H", "H", "H", "H", "H", "H", "F", "C", "F", "H"], "coordinates": [[-0.786, 0.507, -0.281], [5.905, -3.014, -0.482], [4.410, -3.030, -0.708], [3.946, -4.295, -1.426], [4.052, -1.889, -1.443], [2.711, -1.520, -1.085], [2.491, -2.275, 0.286], [3.760, -2.901, 0.529], [1.880, -1.682, 1.591], [0.663, -1.146, 1.264], [2.764, -0.712, 2.411], [4.074, -0.355, 2.115], [4.788, 0.507, 2.945], [4.204, 1.029, 4.088], [2.893, 0.678, 4.399], [2.192, -0.188, 3.575], [1.649, -2.917, 2.531], [2.683, -3.605, 3.171], [2.410, -4.693, 3.989], [1.098, -5.112, 4.191], [0.064, -4.424, 3.571], [0.341, -3.335, 2.750], [2.454, -0.019, -1.372], [1.143, 0.206, -1.070], [2.652, 0.228, -2.910], [2.881, -0.766, -3.856], [2.959, -0.462, -5.214], [2.804, 0.843, -5.652], [2.562, 1.843, -4.717], [2.488, 1.536, -3.369], [3.426, 0.940, -0.653], [4.806, 0.894, -0.873], [5.652, 1.816, -0.272], [5.137, 2.818, 0.543], [3.766, 2.888, 0.743], [2.922, 1.958, 0.145], [6.416, -3.016, -1.446], [6.204, -3.892, 0.093], [6.180, -2.111, 0.066], [4.461, -4.391, -2.384], [2.869, -4.254, -1.609], [4.162, -5.166, -0.804], [2.020, -1.996, -1.782], [1.771, -3.065, 0.053], [4.547, -0.735, 1.224], [5.801, 0.784, 2.677], [4.754, 1.713, 4.725], [2.418, 1.077, 5.289], [1.174, -0.469, 3.828], [3.707, -3.279, 3.033], [3.225, -5.215, 4.479], [0.887, -5.959, 4.835], [-0.964, -4.730, 3.732], [-0.449, -2.767, 2.274], [3.023, -1.795, -3.553], [3.135, -1.260, -5.928], [2.850, 1.077, -6.710], [2.401, 2.866, -5.040], [2.267, 2.320, -2.657], [5.215, 0.139, -1.530], [6.720, 1.764, -0.456], [5.799, 3.542, 1.008], [3.342, 3.670, 1.365], [1.856, 2.014, 0.292], [-4.520, -0.635, -3.458], [-5.566, 0.256, -3.641], [-6.407, 0.144, -4.743], [-7.466, 1.029, -4.926], [-7.698, 2.026, -3.994], [-6.855, 2.141, -2.890], [-5.781, 1.281, -2.715], [-4.685, 1.515, -1.362], [-3.668, 0.158, -1.377], [-3.681, -0.700, -2.347], [-2.810, -1.823, -2.299], [-2.856, -2.945, -3.129], [-1.857, -3.890, -3.157], [-0.658, -3.567, -2.435], [-0.614, -2.535, -1.582], [-1.838, -1.817, -1.214], [-4.278, -1.224, -4.230], [-6.222, -0.644, -5.467], [-8.105, 0.927, -5.795], [-8.526, 2.715, -4.119], [-7.017, 2.924, -2.153], [-3.711, -3.068, -3.792], [-1.902, -4.749, -3.814], [0.261, -4.111, -2.636], [0.264, -2.218, -1.045], [-1.118, 2.003, -2.767], [0.337, 1.239, 1.703], [0.979, 1.622, 2.297], [0.604, 0.228, 1.643], [-6.585, 3.196, 3.932], [-6.452, 1.818, 3.800], [-5.425, 1.287, 3.032], [-4.488, 2.101, 2.380], [-4.653, 3.487, 2.510], [-5.682, 4.022, 3.275], [-3.443, 1.443, 1.553], [-2.319, 1.941, 1.012], [-1.811, 3.277, 1.364], [-1.593, 4.273, 0.406], [-1.002, 5.485, 0.746], [-0.593, 5.738, 2.049], [-0.796, 4.756, 3.016], [-1.395, 3.551, 2.679], [-7.389, 3.617, 4.527], [-7.158, 1.156, 4.289], [-5.337, 0.212, 2.916], [-3.977, 4.151, 1.990], [-5.785, 5.099, 3.352], [-3.689, 0.403, 1.357], [-1.884, 4.080, -0.622], [-0.842, 6.234, -0.022], [-0.112, 6.674, 2.307], [-0.482, 4.932, 4.039], [-1.545, 2.783, 3.429], [-3.651, -2.444, 0.126], [-2.317, -2.282, 0.059], [-2.012, -1.300, 1.015], [-1.827, -3.187, 0.400]], "forces_ev_per_a": [[0.2, -0.5, 0.0], [0.0, 0.0, 0.0], [-0.1, -0.1, 0.0], [0.0, 0.0, 0.0], [0.0, 0.2, 0.1], [0.2, 0.0, 0.1], [0.1, 0.1, 0.1], [-0.1, 0.1, 0.2], [0.2, -0.3, -0.1], [-0.3, 0.2, 0.2], [0.0, -0.1, 0.0], [0.0, -0.1, 0.0], [0.0, 0.0, 0.0], [0.0, 0.0, -0.1], [0.0, 0.0, 0.0], [0.0, 0.0, 0.1], [0.1, 0.0, 0.0], [-0.1, 0.0, 0.0], [0.0, 0.0, 0.0], [0.0, 0.1, 0.0], [0.1, 0.0, 0.0], [0.0, -0.1, 0.0], [0.1, -0.1, -0.2], [-0.2, 0.4, 0.1], [-0.1, 0.0, 0.1], [0.1, 0.0, 0.0], [0.0, 0.0, 0.1], [0.0, 0.0, 0.0], [0.0, 0.0, 0.0], [0.0, 0.0, 0.1], [0.0, 0.0, -0.1], [0.0, 0.0, 0.0], [0.0, 0.0, 0.0], [-0.1, 0.0, 0.0], [0.1, 0.0, -0.1], [0.1, 0.1, -0.1], [0.0, 0.0, 0.0], [0.0, 0.0, 0.0], [0.0, 0.0, 0.0], [0.0, 0.0, 0.0], [0.1, 0.0, 0.0], [0.0, 0.0, -0.1], [0.0, -0.1, -0.1], [-0.1, -0.1, 0.0], [0.0, 0.0, 0.0], [-0.1, 0.0, 0.0], [0.0, 0.0, 0.0], [0.0, 0.0, 0.0], [0.0, 0.0, 0.0], [0.0, 0.0, 0.0], [0.0, 0.0, 0.0], [0.0, 0.0, 0.0], [0.0, 0.0, 0.0], [0.0, 0.0, 0.0], [0.0, 0.0, 0.0], [0.0, 0.0, 0.0], [0.0, 0.0, 0.0], [0.0, -0.1, 0.0], [0.0, 0.0, 0.0], [0.0, 0.0, 0.0], [0.0, 0.0, 0.0], [0.0, 0.0, 0.0], [0.0, 0.0, 0.0], [0.0, 0.0, 0.0], [-0.1, 0.1, 0.0], [0.0, 0.0, 0.0], [0.0, 0.0, 0.0], [0.0, 0.0, 0.0], [0.0, 0.0, 0.1], [-0.1, 0.0, 0.0], [0.1, 0.0, 0.1], [0.1, 0.0, 0.0], [-0.1, 0.0, 0.1], [0.0, 0.0, 0.0], [0.2, 0.1, -0.1], [-0.1, 0.0, 0.1], [0.1, -0.1, 0.0], [-0.2, -0.1, -0.1], [-0.1, 0.1, 0.2], [0.4, 0.0, 0.2], [0.1, 0.0, -0.1], [0.0, 0.0, 0.0], [0.0, 0.0, 0.0], [0.0, 0.0, 0.0], [0.0, 0.0, -0.1], [0.1, 0.0, 0.0], [0.0, 0.1, 0.0], [0.0, 0.0, 0.0], [-0.1, 0.1, -0.1], [-0.1, 0.3, -0.2], [-0.3, -0.4, -0.2], [0.1, 0.4, 0.0], [0.1, -0.2, 0.2], [0.0, -0.1, 0.0], [0.1, 0.0, 0.0], [0.0, 0.0, 0.0], [0.0, 0.0, 0.0], [-0.1, 0.0, 0.0], [0.0, 0.0, 0.0], [-0.2, 0.2, 0.1], [0.1, 0.0, 0.0], [0.1, 0.0, 0.1], [-0.1, 0.1, -0.1], [0.0, 0.0, 0.0], [0.0, -0.1, 0.0], [0.0, -0.1, 0.0], [0.1, 0.1, 0.0], [0.0, 0.0, 0.0], [0.0, 0.0, 0.0], [0.0, 0.0, 0.0], [0.0, 0.0, 0.0], [0.0, 0.0, 0.0], [-0.1, 0.0, -0.1], [0.0, 0.0, 0.1], [0.0, 0.0, 0.0], [0.0, 0.0, 0.0], [0.0, 0.0, 0.0], [0.0, 0.0, 0.0], [0.1, 0.0, -0.1], [-0.2, 0.1, 0.1], [-0.2, 0.1, -0.1], [0.2, -0.2, 0.0]], "mulliken_charge": [0.519, -1.929, 1.742, -1.493, -0.272, -1.043, -0.986, -0.275, 2.124, -0.711, 0.026, 0.195, -0.730, -0.882, -0.583, -1.073, -0.242, -0.224, -1.032, -0.532, -1.075, -0.297, 2.324, 0.326, 0.059, -0.351, -1.048, -0.497, -0.820, -0.566, -0.322, -0.181, -0.987, -0.775, -0.713, 0.436, 0.383, 0.368, 0.363, 0.385, 0.066, 0.401, 0.739, 0.689, 0.085, 0.482, 0.363, 0.436, 0.447, 0.410, 0.388, 0.375, 0.453, 0.262, 0.321, 0.396, 0.368, 0.376, 0.437, 0.500, 0.365, 0.371, 0.505, 0.211, -0.071, -0.408, -0.605, -0.486, -0.654, -0.611, 0.764, -0.026, -0.023, 0.770, -0.945, -0.472, -2.030, 0.547, -0.545, 1.254, 0.211, 0.344, 0.344, 0.350, 0.405, 0.516, 0.339, 0.448, -0.371, -0.687, 0.537, 0.120, -0.044, -0.362, -0.662, -0.494, 0.572, -0.024, -0.907, -0.299, 0.090, 0.174, -0.013, -0.880, -0.501, -0.870, 0.310, 0.358, 0.360, 0.398, 0.535, 0.374, -0.096, 0.288, 0.386, 0.334, 0.364, 0.369, -0.348, 0.216, -0.089, 0.385]}